{"formula": "C5H10F3N3O", "method": "ωB97M-V/def2-TZVPD", "de_lowest_kj_mol": 193.5, "e_homo_ha": -0.3845, "lumo_ha": -0.0092, "smiles": "C=C(C)/[N+]([O-])=N/F.C/C=N\\F.F", "species": ["C", "C", "C", "N", "O", "N", "F", "H", "H", "H", "H", "H", "C", "C", "N", "F", "H", "H", "H", "H", "F", "H"], "positions_angstrom": [[-1.867, 0.204, -0.753], [-1.231, -0.197, 0.347], [-1.189, -1.482, 0.987], [-0.809, 0.899, 1.306], [-0.778, 2.125, 1.030], [-0.394, 0.377, 2.329], [-0.027, 1.250, 3.345], [-2.419, -0.453, -1.434], [-1.805, 1.285, -1.058], [-1.563, -2.454, 0.415], [-0.209, -1.833, 1.391], [-1.840, -1.489, 2.012], [1.729, 1.747, -1.261], [1.165, 0.279, -1.299], [1.425, -0.630, -0.466], [2.411, -0.502, 0.626], [1.808, 2.272, -2.301], [1.161, 2.404, -0.673], [2.672, 1.603, -0.813], [0.415, -0.075, -2.068], [0.340, -3.017, -0.909], [1.004, -2.316, -0.751]], "mulliken_charge": [-0.97, 0.71, -1.04, 1.05, -0.69, -0.42, -0.19, 0.34, 0.32, 0.28, 0.30, 0.29, -1.02, 0.16, -0.26, -0.24, 0.30, 0.27, 0.37, 0.41, -0.46, 0.48]}


{"formula": "C5H10FN2", "method": "ωB97M-V/def2-TZVPD", "total_charge": 1, "de_lowest_kj_mol": 68.5, "e_homo_ha": -0.5602, "lumo_ha": -0.1444, "smiles": "[NH2+]=C1NCCC[C@@H]1F", "species": ["N", "C", "N", "C", "C", "C", "C", "F", "H", "H", "H", "H", "H", "H", "H", "H", "H", "H"], "positions_angstrom": [[1.752, 0.091, -1.973], [0.876, 0.076, -0.971], [1.253, 0.176, 0.267], [0.434, 0.068, 1.458], [-0.978, -0.608, 1.160], [-1.591, 0.057, -0.113], [-0.646, -0.239, -1.319], [-0.648, -1.613, -1.632], [1.444, -0.355, -2.809], [2.588, 0.636, -1.835], [2.129, 0.656, 0.352], [0.104, 0.957, 1.850], [1.095, -0.442, 2.106], [-1.627, -0.523, 1.986], [-0.903, -1.646, 1.004], [-2.506, -0.607, -0.197], [-1.969, 1.030, 0.001], [-0.712, 0.238, -2.309]], "mulliken_charge": [-0.39, 0.43, -0.18, -0.58, -0.85, -0.79, 0.21, -0.27, 0.24, 0.24, 0.24, 0.36, 0.40, 0.43, 0.40, 0.29, 0.41, 0.40]}


{"formula": "C5H10FN3O2", "method": "ωB97M-V/def2-TZVPD", "de_lowest_kj_mol": 182.0, "e_homo_ha": -0.3445, "lumo_ha": 0.0058, "species": ["C", "C", "C", "C", "C", "N", "N", "N", "O", "O", "F", "H", "H", "H", "H", "H", "H", "H", "H", "H", "H"], "positions_angstrom": [[1.342, 0.340, 1.351], [1.514, -0.970, 0.648], [-0.865, 0.662, -0.316], [-0.126, 0.607, 1.670], [-0.313, -0.530, -0.959], [1.124, -0.695, -0.757], [-0.479, -0.317, -2.391], [-2.284, 0.712, -0.121], [-2.708, 1.815, 0.068], [-2.911, -0.303, -0.206], [-0.825, -0.351, 2.279], [1.910, 0.428, 2.190], [1.696, 1.016, 0.640], [2.491, -1.301, 0.742], [1.050, -1.748, 1.177], [-0.375, 1.678, -0.556], [-0.420, 1.509, 2.083], [-0.973, -1.259, -0.494], [1.503, -1.312, -1.466], [-0.632, 0.659, -2.630], [0.279, -0.640, -2.955]], "mulliken_charge": [-0.63, -0.80, -1.02, -0.17, 0.44, -0.44, -0.64, 1.19, -0.67, -0.63, -0.28, 0.47, 0.34, 0.50, 0.37, 0.36, 0.48, 0.36, 0.26, 0.24, 0.26]}


Question: Which formula does entry 1 have?
Answer: C5H10F3N3O